98
Properties=species:S:1:pos:R:3:mulliken_charge:R:1 method="wB97M-V/def2-TZVPD" spin_multiplicity=2 e_tot_ev=-173247.5180 e_above_lowest_ev=0.000 s2=0.758 total_charge=-1 orbital_gap_ha="0.2107 / 0.1817"
Na -0.31862 1.99624 1.12836 1.442
O -2.11555 1.89217 1.92240 -0.246
C -3.11565 2.67749 2.08515 0.333
C -4.05056 2.44977 3.13141 -0.258
C -5.16020 3.22780 3.30483 -0.559
C -5.41628 4.30235 2.44870 -0.713
C -4.53595 4.56392 1.42982 -0.790
C -3.38405 3.79076 1.22425 0.470
C -2.52288 4.14367 0.14348 -0.436
N -1.37655 3.63810 -0.08298 0.108
C -0.61236 4.10469 -1.19197 -1.193
C 0.17519 2.94975 -1.81633 -0.323
N 0.98802 2.33833 -0.82386 0.487
C 2.24578 2.35521 -0.94963 -1.053
C 3.15832 1.87512 0.05443 0.692
C 4.49509 1.66137 -0.29158 -0.508
C 5.44697 1.31674 0.63906 -0.626
C 5.07261 1.21939 1.98198 -0.830
C 3.78017 1.45644 2.36611 -0.272
C 2.75274 1.82478 1.44183 0.259
O 1.58698 2.09921 1.83387 -1.000
H -3.85244 1.60469 3.77980 0.155
H -5.85684 3.00898 4.10706 0.404
H -6.30172 4.91063 2.58212 0.356
H -4.71939 5.40018 0.76093 0.308
H -2.90812 4.94084 -0.52379 0.091
H 0.10300 4.85609 -0.82853 0.272
H -1.23722 4.58077 -1.97080 0.501
H 0.76873 3.32955 -2.66785 0.543
H -0.53448 2.20628 -2.18511 -0.398
H 2.72199 2.76149 -1.86184 0.200
H 4.76685 1.74701 -1.33844 0.323
H 6.47225 1.14107 0.34368 0.422
H 5.82048 0.96677 2.72512 0.394
H 3.50457 1.42339 3.41844 0.593
C 0.84205 -0.65348 5.90137 -0.819
N 1.31999 -0.54795 4.47529 0.448
C 1.45248 -1.94858 3.92276 -0.348
N 0.23487 -2.65907 4.03465 0.321
C -0.20052 -2.71414 5.41603 -0.956
N -0.36587 -1.39092 5.99519 0.135
C -1.51789 -0.70683 5.41905 -1.232
P -1.45032 -0.44695 3.55897 1.209
C 0.33843 0.21474 3.66501 -0.138
C -0.81391 -2.16703 3.15069 -1.024
H 0.69519 0.35938 6.29458 0.436
H 1.62373 -1.16284 6.48064 0.382
H 2.22618 -0.06755 4.41557 0.227
H 2.23451 -2.45883 4.50241 0.248
H 1.74978 -1.86598 2.86659 -0.160
H 0.54670 -3.26481 6.00316 0.269
H -1.15793 -3.23496 5.45978 0.413
H -1.62213 0.27051 5.90421 0.342
H -2.41452 -1.29369 5.62831 0.531
H 0.30179 1.24309 4.02623 0.705
H 0.70376 0.25868 2.64035 -1.311
H -0.42690 -2.15175 2.12398 0.225
H -1.65975 -2.85503 3.19270 0.600
Te 2.02811 -0.76827 0.10182 0.275
C 3.92574 -1.72584 0.08579 0.084
C 4.52416 -2.21518 1.24650 0.228
C 5.71882 -2.90448 1.20166 -0.706
C 6.35076 -3.12619 -0.00988 -0.454
C 5.78857 -2.61869 -1.17073 -0.630
C 4.59534 -1.92658 -1.11968 -0.491
H 4.04032 -2.05900 2.20419 0.210
H 6.16639 -3.27786 2.11471 0.379
H 7.26948 -3.69644 -0.05259 0.374
H 6.28529 -2.77548 -2.11892 0.390
H 4.16001 -1.54485 -2.03581 0.417
N -2.58718 -0.96616 -6.21387 0.021
C -2.34864 -1.63371 -7.38371 0.634
C -2.95969 -1.61393 -8.62591 -0.945
C -2.42557 -2.43520 -9.59838 -0.423
C -1.31908 -3.25042 -9.34502 -0.448
C -0.70574 -3.27731 -8.10923 -0.787
C -1.22475 -2.45675 -7.11455 0.612
N -0.83105 -2.28242 -5.81985 -0.697
C -1.65425 -1.40683 -5.30350 -0.129
C -1.62516 -0.97453 -3.91959 1.026
C -0.97090 -1.76805 -2.97604 -0.829
C -1.00213 -1.38221 -1.64834 -0.920
N -1.57000 -0.26268 -1.22673 0.422
C -2.19291 0.49342 -2.11874 -1.208
C -2.26549 0.18157 -3.46832 -0.348
H -3.35772 -0.34611 -6.02008 0.195
H -3.81456 -0.98135 -8.82629 0.375
H -2.87253 -2.45091 -10.58327 0.369
H -0.93641 -3.87212 -10.14315 0.366
H 0.14657 -3.90667 -7.90485 0.433
H -0.48184 -2.67619 -3.29792 0.525
H -0.57025 -2.01071 -0.88213 0.802
H -2.66903 1.38080 -1.72298 0.537
H -2.80099 0.83123 -4.14822 0.301
Cl -3.86574 -1.44769 3.37938 -0.482
Ge -3.36565 -0.40464 0.98138 0.890
Cl -5.38216 0.47867 0.42730 -0.478
Cl -3.68074 -2.43733 -0.23210 -0.548